This record from the OMol25 dataset describes one molecule with the formula C21H20N6O2S. The level of theory is wB97M-V/def2-TZVPD.

Element x y z (Å)
C1 -2.15212 -0.21670 0.41345
O1 -2.13950 -0.54162 -0.98019
C2 -1.39148 0.34285 -1.79527
C3 0.10729 0.14517 -1.54983
C4 0.80408 -0.95998 -1.98060
C5 0.38909 -2.15690 -2.69824
O2 1.24510 -2.83963 -3.24354
N1 -0.95197 -2.46161 -2.86368
C6 -1.46710 -3.74931 -3.33291
C7 -1.88097 -4.49979 -2.13035
C8 -1.06225 -5.39220 -1.45049
C9 -1.52485 -6.04696 -0.29970
N2 -2.74840 -5.85044 0.18604
C10 -3.52783 -4.97170 -0.45866
C11 -3.14974 -4.22652 -1.57616
C12 2.16443 -0.74805 -1.62483
N3 2.30787 0.36942 -0.96725
N4 1.07167 0.90582 -0.81067
C13 0.75812 1.97050 0.05194
N5 -0.39234 2.65061 0.00971
C14 -0.60601 3.66699 0.80776
C15 0.30687 4.07433 1.76080
C16 -0.04594 5.30113 2.57702
C17 1.48658 3.34401 1.83764
C18 2.62206 3.61860 2.74430
C19 3.87281 3.06602 2.55698
C20 4.87133 3.44338 3.52634
C21 4.33929 4.27922 4.46744
S1 2.66404 4.66911 4.17029
N6 1.63915 2.32265 0.98803
H1 -2.35161 0.85508 0.54188
H2 -1.20394 -0.44408 0.92014
H3 -2.95354 -0.74162 0.89803
H4 -1.56638 0.11181 -2.86103
H5 -1.67226 1.39955 -1.68185
H6 -1.55576 -1.92536 -2.25197
H7 -0.69625 -4.35412 -3.87068
H8 -2.25572 -3.68046 -4.04236
H9 -0.07354 -5.56921 -1.77860
H10 -0.84680 -6.75377 0.17167
H11 -4.54512 -4.79982 -0.14198
H12 -3.88559 -3.57122 -2.04159
H13 2.94969 -1.45575 -1.85478
H14 -1.52032 4.26608 0.71609
H15 -0.87782 5.90945 2.13807
H16 0.81810 5.97238 2.65164
H17 -0.33824 5.02008 3.59979
H18 4.13810 2.39990 1.76766
H19 5.90932 3.12755 3.50884
H20 4.91835 4.72512 5.27568

Gap between HOMO and LUMO   8.7 eV
Relative energy (zero: lowest compared OMol25 entry of this formula, charge and spin)   78.41 kcal per mole
HOMO level   -8.851 eV
E_LUMO   -0.174 eV
SMILES string   COCc1c(C(=O)NCc2ccncc2)cnn1-c1ncc(C)c(-c2cccs2)n1
M   420.50 g mol⁻¹

This record from the OMol25 dataset describes one molecule with the formula C7H20N2Si. The level of theory is wB97M-V/def2-TZVPD.

Element x y z (Å)
C1 -3.25767 -0.49045 -0.12989
C2 -2.39696 -0.15713 1.06943
C3 -1.14259 -0.88114 1.32285
Si1 0.39355 -0.47090 0.25153
C4 1.13507 0.96161 1.20784
C5 2.45214 1.60508 0.82953
N1 0.04170 0.39067 -1.40557
C6 -0.42560 1.80560 -1.43480
N2 1.42193 -1.82547 -0.05450
C7 2.14521 -2.05953 -1.32361
H1 -2.98755 -0.10875 -1.04314
H2 -3.20965 -1.53541 -0.39992
H3 -4.22034 -0.16903 -0.09650
H4 -2.11548 0.98327 1.03135
H5 -2.94986 -0.35989 1.91091
H6 -1.24404 -2.05775 1.34907
H7 -0.89806 -0.67745 2.33972
H8 0.39586 1.69231 1.40914
H9 1.28675 0.47466 2.19351
H10 3.27303 0.91397 0.95737
H11 2.57898 1.85848 -0.15173
H12 2.86371 2.45053 1.25751
H13 -0.15857 -0.04943 -2.29644
H14 0.17581 2.36311 -2.13136
H15 -1.43342 1.78877 -1.93543
H16 -0.57797 2.06429 -0.44203
H17 2.08423 -2.09287 0.61716
H18 1.55060 -1.77658 -2.13599
H19 3.01605 -1.46335 -1.37502
H20 2.20314 -3.17721 -1.39099

Gap between HOMO and LUMO   9.1 eV
Relative energy (zero: lowest compared OMol25 entry of this formula, charge and spin)   12.65 kcal per mole
HOMO level   -8.204 eV
E_LUMO   0.883 eV
SMILES string   CCC[Si](CC)(NC)NC
M   160.34 g mol⁻¹

This record from the OMol25 dataset describes C28H28IIrN5S as an isolated structure. The level of theory is wB97M-V/def2-TZVPD.

Element x y z (Å)
Ir1 0.17296 -0.24449 -0.23273
C1 3.44657 3.28887 0.82293
C2 3.96804 1.99758 1.46230
C3 3.01255 1.54894 2.55982
C4 3.25806 2.08354 3.81764
C5 2.33028 1.99144 4.83969
C6 1.10956 1.40775 4.57515
C7 0.81550 0.84697 3.33295
C8 -0.57027 0.28915 3.17942
C9 -1.62228 1.39643 3.09682
C10 1.80936 0.83194 2.35238
N1 1.71279 0.08627 1.10830
C11 2.79878 -0.57067 0.78132
C12 2.89138 -1.09732 -0.50958
C13 3.83927 -1.76559 -1.29096
C14 3.24840 -1.91673 -2.54338
C15 1.97031 -1.33912 -2.48510
N2 1.77659 -0.82105 -1.25961
H1 4.15434 3.66506 0.08465
H2 3.29426 4.06259 1.57512
H3 2.49366 3.11526 0.32076
H4 4.94158 2.18789 1.91355
H5 4.12944 1.27098 0.66951
H6 4.18887 2.61208 3.98120
H7 2.54362 2.40526 5.81563
H8 0.35609 1.36135 5.35252
H9 -0.78938 -0.36108 4.03139
H10 -0.61746 -0.31722 2.28600
H11 -1.67368 1.95957 4.02749
H12 -2.61457 0.98429 2.90701
H13 -1.38069 2.10198 2.29843
H14 3.57516 -0.73627 1.51980
H15 4.82513 -2.07283 -0.98216
H16 3.68273 -2.37161 -3.41786
H17 1.22864 -1.26829 -3.26335
N3 -1.63917 -3.64569 1.65142
C16 -0.76615 -4.69601 1.92702
C17 -1.19140 -5.77125 2.69837
C18 -0.30480 -6.79012 2.97689
C19 1.00976 -6.75528 2.49119
C20 1.43373 -5.70715 1.70843
C21 0.54285 -4.66585 1.41961
S1 1.05809 -3.40469 0.37090
N4 -0.13453 -2.26962 0.51124
C22 -1.30666 -2.49099 1.05546
C23 -2.32900 -1.39907 0.96951
C24 -3.58616 -1.49376 1.52067
C25 -4.51029 -0.47708 1.27398
C26 -4.13911 0.58253 0.47625
C27 -2.83373 0.63519 -0.00267
N5 -1.93996 -0.31330 0.26273
H18 -2.59025 -3.75839 1.97150
H19 -2.20500 -5.80071 3.07876
H20 -0.63019 -7.62736 3.57893
H21 1.69340 -7.55733 2.73179
H22 2.44151 -5.67977 1.31349
H23 -3.88131 -2.33048 2.13879
H24 -5.50596 -0.53378 1.69211
H25 -4.83357 1.37268 0.22898
H26 -2.49301 1.45542 -0.62047
I1 -0.44255 1.43477 -2.79927
C28 0.30015 1.67034 -0.81720
H27 -0.36065 2.36776 -0.30338
H28 1.30404 2.08015 -0.86952

Gap between HOMO and LUMO (alpha / beta)   5.7 / 3.9 eV
Relative energy (zero: lowest compared OMol25 entry of this formula, charge and spin)   8.99 kcal per mole
⟨S²⟩   0.762
HOMO level (alpha / beta)   -13.020 / -12.941 eV
E_LUMO (alpha / beta)   -7.347 / -9.067 eV
Spin multiplicity   2
Total charge   +2
M   785.75 g mol⁻¹

This record from the OMol25 dataset describes one molecule with the formula C3H6N2O2. The level of theory is wB97M-V/def2-TZVPD.

Element x y z (Å)
N1 2.46291 0.55271 -0.64695
C1 1.41897 -0.44836 -0.00656
N2 0.35517 0.05457 0.64939
C2 -0.93834 -0.71888 0.40962
C3 -2.14089 0.19191 -0.23779
O1 -3.15944 -0.43404 -0.71129
O2 -1.98294 1.55541 0.13853
H1 3.30399 0.00266 -0.44356
H2 2.72162 1.57096 -0.22098
H3 1.40416 -1.51168 -0.54568
H4 -1.63601 -0.90663 1.35207
H5 -0.72424 -1.73995 0.01026
H6 -1.08495 1.83132 0.25293

Gap between HOMO and LUMO   10.2 eV
Relative energy (zero: lowest compared OMol25 entry of this formula, charge and spin)   101.11 kcal per mole
HOMO level   -9.821 eV
E_LUMO   0.340 eV
SMILES string   N/C=N/CC(=O)O
M   102.09 g mol⁻¹

This record from the OMol25 dataset describes C4H7NO as an isolated structure. The level of theory is wB97M-V/def2-TZVPD.

Element x y z (Å)
C1 -1.69712 -0.20883 0.62572
C2 -0.40336 -0.01228 -0.09008
C3 0.21955 0.12974 -1.39148
N1 0.41833 1.00553 -0.20016
C4 2.08142 0.49508 0.50140
O1 2.91517 1.24155 0.76085
H1 -1.58185 0.03638 1.68562
H2 -2.05548 -1.23636 0.53020
H3 -2.44636 0.46466 0.19564
H4 0.49150 -1.15301 0.51519
H5 1.03529 -0.55895 -1.64587
H6 -0.27931 0.59515 -2.24042
H7 1.32255 -0.96634 0.66013

Gap between HOMO and LUMO   10.7 eV
Relative energy (zero: lowest compared OMol25 entry of this formula, charge and spin)   121.01 kcal per mole
HOMO level   -9.677 eV
E_LUMO   1.007 eV
M   85.11 g mol⁻¹